Formula: C52H72BrHfN6O4S2
Source: the Open Molecules 2025 dataset
Level of theory: ωB97M-V/def2-TZVPD

Each line ends with the Mulliken charge.
Element x y z (Å)
1 Hf -0.951 -0.652 -0.466  1.464
2 C -5.193 2.700 1.352  -1.139
3 N -4.687 1.530 0.666  0.609
4 C -5.785 0.798 0.063  -1.072
5 C -3.702 1.887 -0.357  -1.429
6 C -2.360 2.373 0.156  0.284
7 N -1.411 1.365 0.730  0.838
8 C -1.916 0.972 2.090  -1.098
9 C -0.944 0.288 3.013  0.156
10 C -0.707 0.856 4.262  -0.323
11 C 0.061 0.222 5.222  -0.709
12 C 0.547 -1.045 4.896  0.058
13 C 0.356 -1.651 3.663  -0.972
14 C -0.343 -0.926 2.666  0.475
15 O -0.458 -1.391 1.420  0.690
16 C 0.866 -3.070 3.398  2.909
17 C -0.264 -3.942 2.826  -1.623
18 C 1.370 -3.754 4.671  -2.551
19 C 2.029 -3.010 2.405  -1.290
20 C 0.360 0.822 6.594  2.093
21 C -0.239 -0.068 7.691  -1.658
22 C 1.878 0.914 6.795  -1.615
23 C -0.224 2.227 6.744  -2.177
24 C -0.113 2.081 0.922  -0.821
25 C 0.568 2.498 -0.343  -0.489
26 C 0.726 3.844 -0.636  0.031
27 C 1.417 4.244 -1.765  -0.457
28 C 1.981 3.240 -2.544  -0.497
29 C 1.858 1.876 -2.296  -0.361
30 C 1.085 1.509 -1.179  -0.019
31 O 0.829 0.222 -0.806  -0.481
32 C 2.665 0.894 -3.152  3.171
33 C 1.859 -0.317 -3.627  -1.147
34 C 3.210 1.547 -4.430  -2.477
35 C 3.872 0.464 -2.303  -1.429
36 C 1.527 5.698 -2.215  2.178
37 C 0.808 5.846 -3.564  -1.440
38 C 3.000 6.096 -2.373  -1.769
39 C 0.877 6.651 -1.214  -2.260
40 H -5.686 3.409 0.662  0.381
41 H -4.390 3.234 1.861  0.271
42 H -5.921 2.399 2.108  0.344
43 H -6.346 1.408 -0.666  0.359
44 H -6.484 0.469 0.836  0.331
45 H -5.399 -0.078 -0.454  0.207
46 H -4.086 2.696 -1.000  0.650
47 H -3.551 1.045 -1.033  0.196
48 H -2.495 3.147 0.923  0.481
49 H -1.850 2.820 -0.695  -1.190
50 H -2.795 0.356 1.931  0.157
51 H -2.248 1.890 2.589  0.546
52 H -1.164 1.817 4.468  0.590
53 H 1.105 -1.584 5.650  0.383
54 H -1.114 -3.963 3.513  0.384
55 H 0.094 -4.966 2.691  0.433
56 H -0.607 -3.571 1.863  0.110
57 H 0.591 -3.816 5.434  0.431
58 H 2.234 -3.244 5.101  0.421
59 H 1.679 -4.773 4.424  0.479
60 H 1.729 -2.440 1.532  -0.225
61 H 2.320 -4.018 2.093  0.394
62 H 2.895 -2.521 2.860  0.401
63 H 0.185 -1.073 7.664  0.304
64 H -1.320 -0.160 7.566  0.343
65 H -0.041 0.357 8.679  0.472
66 H 2.351 -0.066 6.719  0.298
67 H 2.109 1.324 7.782  0.456
68 H 2.328 1.560 6.039  0.352
69 H -1.313 2.222 6.669  0.368
70 H 0.167 2.906 5.984  0.403
71 H 0.040 2.630 7.725  0.437
72 H 0.540 1.423 1.496  0.468
73 H -0.316 2.965 1.541  0.587
74 H 0.268 4.568 0.027  0.396
75 H 2.529 3.546 -3.422  0.286
76 H 1.103 -0.005 -4.346  -0.117
77 H 1.338 -0.831 -2.831  0.017
78 H 2.531 -1.020 -4.133  0.348
79 H 2.403 1.984 -5.021  0.408
80 H 3.690 0.775 -5.037  0.509
81 H 3.959 2.316 -4.228  0.436
82 H 3.560 0.052 -1.340  0.225
83 H 4.501 1.329 -2.081  0.325
84 H 4.478 -0.277 -2.833  0.311
85 H 1.308 5.261 -4.339  0.301
86 H 0.802 6.895 -3.878  0.485
87 H -0.217 5.474 -3.501  0.202
88 H 3.497 5.497 -3.137  0.274
89 H 3.544 5.963 -1.434  0.356
90 H 3.077 7.146 -2.670  0.478
91 H -0.195 6.464 -1.126  0.385
92 H 1.008 7.682 -1.552  0.446
93 H 1.325 6.563 -0.221  0.407
94 S -1.799 -0.494 -2.866  -0.502
95 C -1.474 0.515 -4.299  0.441
96 C -1.139 -0.242 -5.428  -0.747
97 C -0.807 0.344 -6.637  -0.612
98 C -0.813 1.735 -6.718  -0.648
99 C -1.172 2.487 -5.619  -0.632
100 C -1.533 1.924 -4.372  0.269
101 S -2.034 2.960 -3.079  -0.335
102 H -1.125 -1.321 -5.329  0.411
103 H -0.543 -0.269 -7.490  0.346
104 H -0.553 2.232 -7.646  0.338
105 H -1.200 3.568 -5.688  0.360
106 C 3.628 -5.422 -3.101  -1.580
107 C 4.460 -4.406 -2.324  0.692
108 C 4.591 -3.097 -3.091  -1.082
109 C 3.908 -4.185 -0.918  -1.477
110 N 2.534 -3.704 -0.904  1.745
111 C 2.030 -2.474 -0.976  -1.307
112 N 0.725 -2.563 -0.935  0.406
113 N 0.434 -3.880 -0.822  -0.306
114 N 1.509 -4.566 -0.803  -0.989
115 H 4.110 -5.659 -4.050  0.447
116 H 2.636 -5.024 -3.322  0.256
117 H 3.495 -6.350 -2.542  0.396
118 H 5.463 -4.820 -2.170  0.351
119 H 3.611 -2.671 -3.317  -0.047
120 H 5.100 -3.257 -4.043  0.469
121 H 5.159 -2.353 -2.529  0.373
122 H 4.511 -3.464 -0.364  0.434
123 H 3.891 -5.120 -0.359  0.464
124 H 2.592 -1.561 -1.053  0.406
125 Br -6.901 -6.655 1.398  -0.219
126 C -5.665 -5.300 0.913  0.126
127 C -4.709 -5.578 -0.051  -0.742
128 C -3.803 -4.587 -0.397  -0.282
129 C -3.872 -3.345 0.218  0.081
130 C -4.837 -3.080 1.180  -0.281
131 C -5.744 -4.065 1.537  -0.797
132 C -2.887 -2.294 -0.140  0.379
133 O -1.931 -2.547 -0.921  -0.660
134 O -2.976 -1.136 0.361  -0.018
135 H -4.675 -6.551 -0.520  0.423
136 H -3.032 -4.766 -1.135  0.559
137 H -4.867 -2.101 1.639  0.508
138 H -6.500 -3.880 2.287  0.437

HOMO = -0.1174 hartree
Spin multiplicity = 1
Charge = -1
LUMO energy = 0.0746 hartree
E = -165251.970 eV